1.
19
Properties=species:S:1:pos:R:3:forces:R:3:mulliken_charge:R:1 method="wB97M-V/def2-TZVPD" gap_ev=8.2 total_charge=0 homo_energy_ev=-7.3 de_lowest_kj_mol=354.6 energy_ha=-361.25433
C 1.208709 -0.237832 0.330140 -2.883 1.182 -1.355 0.04
C 1.849951 1.119733 0.177035 -0.086 0.025 0.329 -1.33
C -1.277611 -1.128593 0.121869 -1.397 3.180 -0.262 0.29
N 1.877497 -1.272833 -0.374794 0.334 -0.454 -0.056 -0.59
N -2.590611 1.321541 -0.258242 -0.422 0.225 -0.330 -0.61
C -0.441954 -0.045846 -0.333914 4.792 -1.862 1.645 -0.19
C -1.612632 0.507808 0.381953 -0.815 -2.057 -0.224 -0.28
N -1.657539 -2.250299 0.493834 0.124 -0.296 1.559 -0.65
H 1.079289 -0.529644 1.373762 -0.079 0.112 -0.050 0.35
H 1.401014 -2.167209 -0.302472 0.127 0.222 -0.085 0.26
H 2.031229 -1.048656 -1.350891 -0.059 -0.039 0.078 0.26
H -0.915292 -2.935902 0.692298 -0.142 -0.077 -1.219 0.25
H -2.380713 2.309454 -0.155729 0.045 -0.068 0.024 0.25
H -2.658474 1.130666 -1.252061 -0.031 -0.056 0.119 0.26
H -0.331839 0.113595 -1.401561 -0.226 0.051 -0.074 0.27
H -1.554493 0.699765 1.448548 0.278 -0.035 -0.033 0.39
H 2.798102 1.168202 0.709423 0.132 0.116 -0.058 0.35
H 2.004175 1.364257 -0.874118 0.121 -0.094 -0.075 0.34
H 1.171193 1.881794 0.574920 0.187 -0.073 0.070 0.32

2.
9
Properties=species:S:1:pos:R:3:forces:R:3:mulliken_charge:R:1 method="wB97M-V/def2-TZVPD" gap_ev=10.3 total_charge=0 homo_energy_ev=-10.8 de_lowest_kj_mol=160.3 energy_ha=-263.30223
C -1.800900 -1.068173 -0.688946 -0.458 1.246 -0.758 0.20
C -1.160608 0.249420 -0.754279 1.821 -0.117 1.924 0.38
N -2.369723 -2.047299 -0.580238 -0.462 -1.340 0.183 -0.27
N 1.561191 0.142842 0.877030 1.084 -0.337 -0.656 -0.81
O -1.702119 1.271643 -1.091161 0.615 -0.945 -0.005 -0.42
H -0.109865 0.084601 -0.202554 -1.887 1.040 -1.475 0.24
H 2.412281 0.146016 1.415823 0.358 -0.572 0.584 0.26
H 1.954660 0.167198 -0.079207 -0.559 0.249 0.484 0.22
H 1.215083 1.053752 1.103534 -0.513 0.776 -0.282 0.20

3.
17
Properties=species:S:1:pos:R:3:forces:R:3:mulliken_charge:R:1 method="wB97M-V/def2-TZVPD" gap_ev=7.5 total_charge=0 homo_energy_ev=-9.3 de_lowest_kj_mol=45.2 energy_ha=-1019.35869
O 1.814282 1.028740 2.250042 -0.942 0.766 -1.155 -0.48
O 1.042667 2.876680 1.348532 -0.530 -3.685 -0.604 -0.51
C 2.533138 1.427642 -1.997956 -0.088 0.089 0.166 0.19
C 1.683391 0.861871 -1.338118 0.944 1.072 -1.145 -0.76
N -2.081568 -2.156689 -1.095493 -1.602 -3.115 -0.690 -0.64
N -2.515868 -1.694055 1.287351 -1.076 -1.800 0.333 -0.70
S -3.057636 -2.763992 0.086404 1.383 2.944 0.465 0.23
C 0.585445 0.294781 -0.618431 -0.449 -1.118 -1.508 0.65
C 0.298389 0.770101 0.715684 -4.795 -5.808 -1.715 -0.10
C -0.167758 -0.746617 -1.224574 1.243 2.433 0.781 -0.96
C -0.645993 -0.033680 1.360758 -1.864 0.321 2.256 -0.44
C -1.242166 -1.352673 -0.544905 0.901 0.963 -1.338 1.00
C -1.509104 -1.044772 0.773297 1.729 1.474 -0.170 0.55
N 1.069846 1.603853 1.433972 4.184 5.060 4.114 0.82
H 3.283342 1.996477 -2.586426 -1.029 -0.931 0.873 0.40
H -0.023451 -1.013031 -2.253966 0.429 -0.024 -0.190 0.43
H -1.066958 -0.054636 2.403830 1.563 1.359 -0.473 0.31

4.
11
Properties=species:S:1:pos:R:3:forces:R:3:mulliken_charge:R:1 method="wB97M-V/def2-TZVPD" gap_ev="8.1 / 8.1" total_charge=+1 homo_energy_ev="-14.5 / -14.5" de_lowest_kj_mol=238.5 energy_ha=-432.48091
C -0.679098 1.084359 -0.247352 -0.922 -0.195 -0.107 -0.88
C 2.156740 0.294637 -1.027091 0.369 -2.169 2.661 -0.49
N 0.094237 -0.052458 0.145697 1.834 1.443 -1.183 -0.37
I 3.705937 -0.120412 0.226884 -0.489 0.277 -0.456 0.42
H -0.381256 1.768656 0.486972 -0.043 2.004 0.307 0.38
H -0.532794 1.353059 -1.243516 1.059 0.892 -1.630 0.33
H -1.750471 1.003045 -0.279878 -0.715 -0.652 0.856 0.32
H 1.945108 -0.510731 -1.684820 -0.448 -0.224 -0.724 0.37
H 1.890625 1.283834 -1.152975 -0.643 1.816 -0.469 0.37
H -0.170655 -0.894979 -0.277366 -0.475 -1.690 0.166 0.25
H 0.155648 0.068572 1.136874 0.472 -1.503 0.577 0.28